ORCA calculation (ωB97M-V with the def2-TZVPD basis set) on 2 unconnected molecules or ions with the total composition C6H14N2O2.

Results
SMILES: CNC(C)=O.CNC(C)=O
energy relative to the best compared isomer or geometry (same formula, charge and spin): 66.7 kcal per mole
molecular weight: 146.2 g/mol

CARTESIAN COORDINATES (ANGSTROEM)
1 C -1.29 1.69 2.02
2 N -0.25 2.49 1.14
3 C -0.51 2.02 -0.21
4 C 0.57 2.38 -1.31
5 O -1.53 1.45 -0.43
6 H -1.13 0.65 1.77
7 H -1.10 1.98 3.13
8 H -2.36 1.91 1.71
9 H -0.28 3.52 1.21
10 H 0.58 1.74 -2.05
11 H 0.47 3.43 -1.58
12 H 1.53 2.28 -0.74
13 C 2.15 -1.83 -1.11
14 N 0.71 -1.48 -0.80
15 C 0.20 -2.47 0.03
16 C -1.36 -2.47 0.48
17 O 0.89 -3.38 0.45
18 H 2.93 -1.23 -0.66
19 H 2.19 -2.99 -1.12
20 H 2.35 -1.47 -2.18
21 H 0.28 -0.90 -1.42
22 H -1.51 -3.47 0.99
23 H -1.52 -1.60 1.10
24 H -2.00 -2.26 -0.41

---

ORCA calculation (ωB97M-V with the def2-TZVPD basis set) on C5H7NO in the gas phase.

Results
energy relative to the best compared isomer or geometry (same formula, charge and spin): 118.6 kcal per mole
molecular weight: 97.1 g/mol

CARTESIAN COORDINATES (ANGSTROEM)
1 C -1.49 -0.40 0.42
2 C -1.04 0.56 -0.63
3 C 1.39 1.74 0.49
4 O 1.36 0.61 1.17
5 C 1.64 -0.61 0.51
6 N 0.86 -1.22 -0.25
7 C -0.47 -0.84 -0.60
8 H -1.12 -0.21 1.43
9 H -2.48 -0.83 0.37
10 H -1.70 0.78 -1.47
11 H -0.47 1.43 -0.30
12 H 1.76 1.47 -0.54
13 H 2.63 -0.98 0.77
14 H -0.86 -1.50 -1.37

---

ORCA calculation (ωB97M-V with the def2-TZVPD basis set) on a molecular structure, C22H29CrN9O3S.

Results
charge: +1
energy relative to the best compared isomer or geometry (same formula, charge and spin): 53.7 kcal per mole
molecular weight: 551.6 g/mol
2S+1: 4

CARTESIAN COORDINATES (ANGSTROEM)
1 Cr -0.19 -0.51 -0.07
2 C -2.05 -0.32 -3.87
3 O -2.90 0.78 -3.64
4 C -3.13 1.31 -2.40
5 C -4.21 2.18 -2.38
6 C -4.60 2.83 -1.22
7 C -3.90 2.63 -0.06
8 C -2.79 1.76 -0.03
9 C -2.08 1.59 1.18
10 N -1.04 0.81 1.33
11 N -0.47 0.75 2.54
12 C 0.42 -0.22 2.58
13 O 0.53 -0.96 1.52
14 C 1.29 -0.40 3.73
15 C 2.17 -1.49 3.74
16 C 3.04 -1.66 4.81
17 C 3.04 -0.75 5.85
18 C 2.18 0.34 5.84
19 C 1.30 0.52 4.78
20 C -2.40 1.05 -1.21
21 O -1.42 0.19 -1.11
22 H -2.50 -0.89 -4.68
23 H -1.95 -0.95 -2.99
24 H -1.07 0.04 -4.20
25 H -4.75 2.31 -3.30
26 H -5.46 3.49 -1.24
27 H -4.19 3.13 0.85
28 H -2.42 2.14 2.05
29 H 2.16 -2.18 2.91
30 H 3.70 -2.51 4.83
31 H 3.72 -0.88 6.68
32 H 2.18 1.04 6.66
33 H 0.62 1.35 4.75
34 C 2.03 1.15 -2.42
35 C 1.82 2.10 -1.24
36 N 1.71 1.38 0.03
37 C 2.96 0.95 0.63
38 C 3.62 -0.28 0.00
39 S 2.48 -1.66 -0.38
40 C 2.66 -1.83 -2.19
41 C 1.53 -1.17 -2.99
42 N 1.08 0.05 -2.35
43 H 3.04 0.76 -2.41
44 H 1.92 1.73 -3.35
45 H 0.87 2.63 -1.38
46 H 2.63 2.84 -1.22
47 H 1.25 1.98 0.70
48 H 2.74 0.70 1.68
49 H 3.71 1.75 0.63
50 H 4.35 -0.68 0.70
51 H 4.15 -0.02 -0.92
52 H 2.67 -2.90 -2.39
53 H 3.64 -1.44 -2.46
54 H 0.68 -1.86 -3.03
55 H 1.89 -1.00 -4.02
56 H 0.20 0.35 -2.75
57 N 0.12 -5.71 -0.08
58 N -0.43 -4.56 -0.48
59 N -1.71 -4.40 -0.66
60 C -1.82 -3.10 -0.90
61 N -0.62 -2.51 -0.88
62 N 0.26 -3.46 -0.63
63 H -0.38 -6.54 -0.37
64 H 1.13 -5.73 -0.20
65 H -2.75 -2.61 -1.09

---

ORCA calculation (ωB97M-V with the def2-TZVPD basis set) on 13 unconnected molecules or ions with the total composition C53H85N7O27.

Results
molecular weight: 1252.3 g/mol
total energy: -122042.56560 eV

CARTESIAN COORDINATES (ANGSTROEM)
1 C -1.25 -16.43 6.21
2 O -2.23 -17.40 6.59
3 C -3.34 -16.87 7.28
4 C -4.12 -17.97 8.15
5 O -4.93 -18.76 7.25
6 C -4.29 -19.88 6.73
7 H -0.43 -16.92 5.69
8 H -0.84 -16.00 7.12
9 H -1.57 -15.60 5.57
10 H -4.09 -16.34 6.70
11 H -3.07 -16.09 8.00
12 H -4.69 -17.57 8.98
13 H -3.48 -18.70 8.64
14 H -4.84 -20.19 5.84
15 H -4.30 -20.62 7.53
16 H -3.28 -19.74 6.37
17 C 0.43 -18.80 8.87
18 O -0.36 -19.97 8.99
19 C -1.10 -20.11 10.20
20 C -0.40 -20.68 11.37
21 O -1.18 -21.09 12.44
22 C -0.77 -22.03 13.39
23 H 1.08 -18.78 9.74
24 H -0.28 -17.98 8.78
25 H 1.14 -18.86 8.04
26 H -1.96 -20.70 9.89
27 H -1.46 -19.13 10.50
28 H 0.21 -19.92 11.87
29 H 0.17 -21.55 11.04
30 H -0.63 -23.00 12.91
31 H -1.49 -22.08 14.20
32 H 0.15 -21.66 13.84
33 C -6.24 -25.59 12.29
34 O -5.60 -26.11 11.37
35 N -5.66 -24.90 13.27
36 C -6.42 -24.32 14.45
37 C -4.22 -24.61 13.19
38 H -7.32 -25.75 12.43
39 H -7.48 -24.46 14.24
40 H -6.24 -23.25 14.42
41 H -6.05 -24.79 15.36
42 H -3.79 -24.84 12.21
43 H -3.99 -23.57 13.42
44 H -3.70 -25.30 13.86
45 C -7.65 -21.36 4.69
46 O -7.71 -22.55 5.08
47 N -7.77 -20.37 5.60
48 C -7.66 -18.93 5.33
49 C -8.23 -20.61 6.99
50 H -7.29 -21.02 3.71
51 H -8.53 -18.36 5.65
52 H -7.50 -18.68 4.28
53 H -6.82 -18.52 5.88
54 H -7.68 -19.96 7.67
55 H -9.29 -20.63 7.21
56 H -7.78 -21.57 7.26
57 C -7.30 -28.38 10.00
58 O -7.49 -29.44 10.71
59 N -6.68 -28.42 8.80
60 C -6.25 -27.18 8.10
61 C -6.37 -29.54 7.98
62 H -7.54 -27.36 10.34
63 H -6.85 -26.88 7.24
64 H -5.31 -27.30 7.57
65 H -6.10 -26.36 8.81
66 H -6.75 -30.50 8.33
67 H -6.89 -29.36 7.04
68 H -5.29 -29.58 7.89
69 C -9.02 -24.81 9.36
70 O -9.02 -25.59 10.36
71 N -9.83 -25.03 8.33
72 C -9.52 -24.21 7.18
73 C -10.86 -26.09 8.27
74 H -8.41 -23.89 9.32
75 H -8.92 -24.81 6.49
76 H -8.88 -23.33 7.25
77 H -10.42 -23.97 6.62
78 H -11.63 -25.76 7.57
79 H -10.29 -26.89 7.81
80 H -11.28 -26.39 9.23
81 C 0.91 -24.56 10.32
82 O 0.15 -23.67 9.97
83 N 0.60 -25.61 11.07
84 C 1.53 -26.68 11.15
85 C -0.63 -25.64 11.87
86 H 1.90 -24.66 9.87
87 H 2.14 -26.78 12.05
88 H 2.17 -26.66 10.27
89 H 0.91 -27.57 11.00
90 H -1.32 -24.81 11.69
91 H -1.20 -26.50 11.52
92 H -0.53 -25.64 12.96
93 C 0.88 -21.52 3.93
94 O 1.54 -22.15 3.07
95 N -0.44 -21.30 3.85
96 C -1.13 -20.53 4.90
97 C -1.19 -21.71 2.60
98 H 1.34 -21.12 4.85
99 H -1.58 -19.59 4.58
100 H -0.45 -20.20 5.69
101 H -1.93 -21.13 5.33
102 H -1.51 -20.92 1.91
103 H -0.51 -22.24 1.94
104 H -1.90 -22.48 2.91
105 C -2.48 -26.87 2.61
106 O -2.20 -27.57 1.59
107 N -1.57 -26.62 3.57
108 C -1.99 -25.86 4.76
109 C -0.21 -27.19 3.48
110 H -3.47 -26.43 2.81
111 H -2.77 -25.10 4.70
112 H -1.19 -25.25 5.18
113 H -2.28 -26.55 5.56
114 H 0.53 -26.40 3.52
115 H 0.05 -27.75 4.37
116 H 0.03 -27.82 2.62
117 C -5.66 -21.15 0.39
118 C -5.19 -22.10 1.26
119 C -5.09 -23.54 0.92
120 O -4.50 -24.38 1.63
121 C -5.75 -23.82 -0.37
122 C -6.23 -22.87 -1.19
123 C -6.21 -21.45 -0.89
124 O -6.58 -20.57 -1.67
125 O -6.87 -23.24 -2.36
126 O -4.69 -21.82 2.49
127 H -5.59 -20.11 0.65
128 H -5.87 -24.84 -0.72
129 H -7.32 -22.51 -2.80
130 H -4.44 -22.57 3.04
131 C -4.69 -23.73 8.47
132 C -5.12 -23.80 7.20
133 C -4.44 -23.48 6.02
134 O -4.82 -23.38 4.82
135 C -3.00 -23.21 6.32
136 C -2.52 -23.01 7.61
137 C -3.35 -23.26 8.84
138 O -2.95 -23.35 10.01
139 O -1.19 -22.75 7.88
140 O -6.40 -24.16 7.03
141 H -5.34 -23.95 9.31
142 H -2.32 -23.09 5.49
143 H -1.10 -22.70 8.83
144 H -6.61 -23.93 6.12
145 C 3.91 -21.32 6.84
146 C 3.03 -21.56 7.84
147 C 3.33 -21.79 9.23
148 O 2.58 -22.00 10.16
149 C 4.75 -21.72 9.52
150 C 5.63 -21.31 8.59
151 C 5.28 -21.02 7.15
152 O 6.12 -20.55 6.35
153 O 6.88 -21.04 9.05
154 O 1.70 -21.74 7.54
155 H 3.42 -21.23 5.88
156 H 5.00 -21.73 10.57
157 H 7.33 -20.66 8.29
158 H 1.15 -21.76 8.32
159 C -7.56 -27.15 1.21
160 C -8.00 -25.91 1.30
161 C -7.91 -25.04 2.47
162 O -8.29 -23.82 2.52
163 C -7.04 -25.57 3.45
164 C -6.51 -26.81 3.41
165 C -6.74 -27.77 2.25
166 O -6.12 -28.86 2.22
167 O -5.41 -27.08 4.14
168 O -8.44 -25.36 0.17
169 H -7.75 -27.69 0.29
170 H -6.76 -24.89 4.24
171 H -5.17 -28.01 4.05
172 H -8.63 -24.45 0.41

---

ORCA calculation (ωB97M-V with the def2-TZVPD basis set) on 2 unconnected molecules or ions with the total composition C5H12O.

Results
SMILES: C=C(C)C.CO
energy relative to the best compared isomer or geometry (same formula, charge and spin): 73.1 kcal per mole
molecular weight: 88.1 g/mol

CARTESIAN COORDINATES (ANGSTROEM)
1 C -1.07 -0.03 1.03
2 C -0.67 0.23 -0.27
3 C -0.52 1.66 -0.71
4 C -1.05 -0.76 -1.34
5 H -1.53 -0.97 1.30
6 H -1.16 0.77 1.75
7 H -1.32 2.29 -0.32
8 H 0.42 2.06 -0.33
9 H -0.47 1.80 -1.79
10 H -0.39 -1.63 -1.29
11 H -0.96 -0.38 -2.36
12 H -2.07 -1.12 -1.21
13 C 1.73 -0.77 1.41
14 O 1.45 -0.26 -0.15
15 H 2.79 -0.52 1.45
16 H 1.46 -1.81 1.53
17 H 1.20 -0.14 2.11
18 H 2.15 -0.42 -0.80

---

ORCA calculation (ωB97M-V with the def2-TZVPD basis set) on a molecular structure, C23H42Cl3FeN4O3SSi.

Results
energy relative to the best compared isomer or geometry (same formula, charge and spin): 90.5 kcal per mole
molecular weight: 645.0 g/mol
2S+1: 6

CARTESIAN COORDINATES (ANGSTROEM)
1 C -1.64 -2.24 -3.60
2 C -1.13 -3.06 -2.46
3 H -1.57 -2.79 -4.55
4 H -1.07 -1.30 -3.67
5 H -2.69 -1.98 -3.43
6 C -0.63 -4.30 -2.58
7 C -0.40 -4.96 -3.90
8 H -0.41 -4.91 -1.70
9 H 0.12 -4.30 -4.61
10 H -1.34 -5.28 -4.38
11 H 0.22 -5.86 -3.77
12 Fe -0.05 0.62 0.49
13 Cl -2.38 0.47 0.92
14 Cl 0.59 4.42 -0.83
15 H 1.39 4.89 3.97
16 H -0.92 5.80 3.56
17 C 1.38 4.39 2.99
18 C -0.87 5.36 2.57
19 N 0.00 4.19 2.58
20 H 1.89 3.42 3.05
21 C -0.39 3.07 1.99
22 O 0.42 2.12 1.74
23 H -1.88 5.07 2.26
24 H -1.45 2.98 1.72
25 H 1.90 5.05 2.29
26 H -0.49 6.12 1.88
27 H 1.58 -1.20 -3.13
28 H 2.57 -3.30 -1.57
29 C 2.54 -0.77 -2.83
30 C 3.37 -2.57 -1.35
31 N 2.90 -1.21 -1.49
32 H 2.48 0.33 -2.86
33 C 2.71 -0.44 -0.41
34 O 2.13 0.67 -0.41
35 H 3.73 -2.71 -0.32
36 H 3.10 -0.88 0.53
37 H 3.31 -1.12 -3.52
38 H 4.20 -2.75 -2.06
39 O -0.09 -1.39 -1.28
40 C -1.10 -2.26 -1.16
41 C 0.10 -3.83 0.45
42 C -1.01 -3.05 0.15
43 H 0.91 -3.90 -0.29
44 C 0.19 -4.49 1.68
45 H -2.09 -1.77 -1.13
46 C -2.02 -2.89 1.10
47 H 1.08 -5.08 1.90
48 C -0.86 -4.38 2.60
49 C -1.95 -3.57 2.31
50 H -2.84 -2.21 0.89
51 H -0.78 -4.90 3.56
52 H -2.77 -3.46 3.03
53 Si -0.21 3.19 -2.38
54 Cl -0.49 1.14 -1.73
55 C 1.61 3.01 -3.08
56 C -2.00 3.74 -1.81
57 C -0.76 3.52 -4.20
58 H 2.27 2.51 -2.36
59 H 2.02 4.01 -3.29
60 H 1.62 2.44 -4.02
61 H -0.13 3.00 -4.93
62 H -0.69 4.60 -4.40
63 H -1.79 3.21 -4.36
64 H -2.26 3.35 -0.82
65 H -2.76 3.37 -2.51
66 H -2.07 4.83 -1.78
67 S 0.74 -1.18 2.03
68 C 0.07 -0.55 3.45
69 N 0.75 -0.46 4.61
70 C 0.01 0.24 5.64
71 C -1.34 0.49 4.98
72 N -1.17 -0.07 3.65
73 H 1.73 -0.69 4.66
74 H 0.51 1.17 5.91
75 H -0.08 -0.39 6.53
76 H -1.58 1.56 4.92
77 H -2.15 -0.01 5.51
78 H -1.83 0.09 2.87

---

ORCA calculation (ωB97M-V with the def2-TZVPD basis set) on 2 unconnected molecules or ions with the total composition C2H2ClOP.

Results
energy relative to the best compared isomer or geometry (same formula, charge and spin): 24.1 kcal per mole
molecular weight: 108.5 g/mol
2S+1: 3

CARTESIAN COORDINATES (ANGSTROEM)
1 C -0.91 0.60 -0.01
2 C 0.43 1.01 0.09
3 O -1.29 -0.55 0.13
4 P 1.96 1.30 -0.02
5 Cl 1.31 -2.14 -0.06
6 H -1.61 1.42 -0.26
7 H 0.11 -1.64 0.13

---

ORCA calculation (ωB97M-V with the def2-TZVPD basis set) on a molecular structure, C25H24BiN4S2.

Results
charge: +1
molecular weight: 653.6 g/mol
total energy: -59781.46678 eV

CARTESIAN COORDINATES (ANGSTROEM)
1 Bi -0.65 -0.60 -0.15
2 C 1.51 1.86 1.21
3 C 1.15 2.39 -0.19
4 C -0.30 2.72 -0.34
5 C -0.72 4.04 -0.42
6 C -2.06 4.34 -0.62
7 C -2.97 3.29 -0.72
8 C -2.48 2.00 -0.60
9 N -1.19 1.73 -0.42
10 N 1.37 0.41 1.34
11 C 1.12 0.01 2.72
12 C -0.27 0.31 3.24
13 C -0.52 0.30 4.61
14 C -1.82 0.42 5.06
15 C -2.84 0.58 4.13
16 C -2.49 0.63 2.79
17 N -1.25 0.50 2.36
18 C 2.54 -0.29 0.80
19 C 2.41 -1.78 0.66
20 C 3.53 -2.60 0.77
21 C 3.40 -3.96 0.57
22 C 2.15 -4.49 0.30
23 C 1.08 -3.61 0.20
24 N 1.22 -2.30 0.38
25 H 0.86 2.33 1.96
26 H 2.54 2.17 1.44
27 H 1.40 1.64 -0.94
28 H 1.73 3.29 -0.39
29 H 0.01 4.83 -0.34
30 H -2.39 5.36 -0.69
31 H -4.02 3.46 -0.88
32 H -3.14 1.15 -0.68
33 H 1.85 0.47 3.41
34 H 1.26 -1.07 2.79
35 H 0.29 0.19 5.31
36 H -2.03 0.41 6.12
37 H -3.87 0.65 4.44
38 H -3.24 0.78 2.03
39 H 3.44 -0.08 1.41
40 H 2.74 0.10 -0.20
41 H 4.49 -2.16 0.98
42 H 4.27 -4.61 0.62
43 H 2.00 -5.54 0.15
44 H 0.09 -3.96 -0.04
45 S 0.87 -0.40 -2.12
46 C -0.16 -0.87 -3.48
47 C 0.48 -0.95 -4.72
48 C -0.21 -1.37 -5.84
49 C -1.55 -1.71 -5.73
50 C -2.20 -1.60 -4.51
51 C -1.51 -1.19 -3.37
52 S -2.44 -1.14 -1.87
53 H 1.52 -0.68 -4.77
54 H 0.30 -1.44 -6.78
55 H -2.09 -2.07 -6.59
56 H -3.24 -1.86 -4.41